(1)
{
  "formula": "C47H42AsN5O4PS2Ta",
  "method": "ωB97M-V/def2-TZVPD",
  "species": ["Ta", "O", "C", "C", "C", "C", "C", "C", "C", "O", "N", "N", "C", "C", "C", "C", "C", "C", "N", "H", "H", "H", "H", "H", "H", "H", "H", "H", "H", "O", "S", "O", "N", "C", "S", "C", "C", "C", "C", "C", "C", "H", "H", "H", "H", "C", "As", "C", "C", "C", "C", "C", "C", "C", "C", "H", "H", "H", "H", "H", "H", "H", "H", "H", "H", "H", "H", "H", "N", "P", "C", "C", "C", "C", "C", "C", "C", "C", "C", "C", "C", "C", "C", "C", "C", "C", "C", "C", "H", "H", "H", "H", "H", "H", "H", "H", "H", "H", "H", "H", "H", "H", "H"],
  "xyz": [[0.543, 0.256, 0.688], [-2.725, -3.357, -2.193], [-1.452, -3.714, -2.411], [-1.229, -4.796, -3.264], [0.053, -5.209, -3.540], [1.166, -4.559, -2.983], [0.959, -3.492, -2.151], [-0.346, -3.052, -1.845], [-0.510, -1.942, -0.948], [0.585, -1.332, -0.483], [-1.692, -1.564, -0.543], [-1.565, -0.535, 0.351], [-2.594, 0.040, 0.811], [-2.350, 1.183, 1.690], [-3.373, 1.988, 2.140], [-3.061, 3.121, 2.880], [-1.735, 3.403, 3.149], [-0.762, 2.532, 2.685], [-1.063, 1.444, 1.978], [-2.739, -2.600, -1.576], [-2.091, -5.294, -3.689], [0.205, -6.053, -4.201], [2.167, -4.898, -3.208], [1.796, -2.973, -1.702], [-3.592, -0.262, 0.510], [-4.399, 1.734, 1.905], [-3.845, 3.776, 3.234], [-1.447, 4.280, 3.711], [0.288, 2.700, 2.892], [2.776, -1.085, 1.300], [2.981, 0.346, 1.314], [1.912, 0.956, 2.216], [2.552, 0.920, -0.098], [3.270, 2.130, -0.308], [2.867, 3.335, -1.287], [4.507, 2.098, 0.548], [5.608, 2.926, 0.465], [6.680, 2.693, 1.320], [6.668, 1.651, 2.247], [5.565, 0.820, 2.365], [4.516, 1.082, 1.505], [5.626, 3.722, -0.269], [7.551, 3.331, 1.259], [7.528, 1.484, 2.882], [5.538, 0.009, 3.081], [1.481, -1.993, 3.880], [0.041, -1.442, 2.724], [-1.174, -0.812, 4.084], [-0.777, -3.137, 2.186], [-0.550, -4.214, 3.201], [-1.402, -4.355, 4.294], [-1.183, -5.353, 5.233], [-0.112, -6.225, 5.083], [0.738, -6.094, 3.992], [0.520, -5.092, 3.057], [1.063, -2.685, 4.605], [1.877, -1.112, 4.383], [2.268, -2.481, 3.312], [-1.247, -1.584, 4.846], [-2.158, -0.603, 3.673], [-0.766, 0.096, 4.526], [-0.348, -3.408, 1.223], [-1.836, -2.931, 2.036], [-2.259, -3.698, 4.398], [-1.854, -5.458, 6.076], [0.050, -7.014, 5.806], [1.566, -6.780, 3.864], [1.183, -4.998, 2.203], [-0.135, 1.495, -0.507], [-0.622, 2.052, -1.935], [-2.101, 1.186, -2.480], [-2.041, 0.189, -3.456], [-3.201, -0.467, -3.848], [-4.418, -0.131, -3.274], [-4.485, 0.861, -2.301], [-3.332, 1.520, -1.906], [-1.073, 3.776, -1.785], [-0.607, 4.506, -0.692], [-0.954, 5.843, -0.555], [-1.756, 6.451, -1.512], [-2.221, 5.728, -2.604], [-1.888, 4.389, -2.740], [0.601, 1.817, -3.221], [1.428, 0.695, -3.183], [2.351, 0.484, -4.193], [2.451, 1.388, -5.242], [1.628, 2.505, -5.283], [0.703, 2.725, -4.272], [-1.096, -0.072, -3.916], [-3.153, -1.234, -4.611], [-5.323, -0.632, -3.597], [-5.441, 1.131, -1.869], [-3.388, 2.315, -1.168], [0.031, 4.025, 0.039], [-0.594, 6.413, 0.291], [-2.023, 7.495, -1.406], [-2.846, 6.206, -3.346], [-2.274, 3.821, -3.579], [1.360, -0.010, -2.365], [2.994, -0.387, -4.163], [3.177, 1.223, -6.029], [1.710, 3.210, -6.101], [0.079, 3.610, -4.303]],
  "forces_ev_per_angstrom": [[-3.34, 1.69, -2.20], [0.14, -0.06, -0.02], [-0.17, 0.00, -0.08], [-0.04, -0.04, -0.03], [0.09, 0.00, 0.00], [-0.11, -0.06, -0.07], [0.02, 0.02, 0.02], [0.23, 0.06, -0.08], [0.45, 0.01, 0.20], [-0.22, -0.24, -0.02], [-0.12, 0.41, 0.37], [0.71, -0.67, -0.22], [-0.46, 0.37, 0.29], [-0.12, -0.13, -0.12], [-0.21, 0.13, 0.10], [-0.12, 0.02, 0.00], [0.04, 0.01, 0.04], [0.06, -0.11, 0.12], [0.75, -0.28, -0.22], [-0.09, -0.02, 0.02], [0.04, 0.00, 0.00], [-0.01, 0.01, 0.01], [-0.02, 0.00, 0.00], [-0.01, -0.01, -0.01], [-0.01, 0.03, 0.04], [0.02, 0.03, 0.00], [0.01, -0.02, 0.00], [0.00, -0.03, 0.00], [-0.01, 0.00, -0.04], [0.32, 0.06, 0.22], [1.24, -0.01, 0.18], [0.33, -0.11, 0.15], [0.52, 0.19, 0.38], [-0.07, -0.46, 0.12], [-0.04, 0.09, -0.05], [-0.07, -0.06, -0.12], [0.10, 0.08, -0.02], [-0.02, 0.01, -0.01], [0.06, 0.03, 0.02], [-0.04, 0.04, 0.03], [0.03, 0.00, 0.10], [0.02, 0.00, 0.02], [0.00, -0.02, -0.01], [-0.01, 0.03, -0.02], [-0.03, 0.03, -0.02], [0.17, 0.09, -0.05], [-0.24, -0.74, 0.87], [-0.06, 0.09, 0.02], [0.07, -0.01, -0.06], [-0.16, -0.17, -0.02], [0.01, -0.03, 0.01], [0.05, 0.00, 0.00], [0.00, 0.02, -0.01], [-0.02, 0.02, 0.04], [0.05, -0.03, 0.02], [0.02, -0.03, 0.10], [0.02, 0.00, 0.00], [0.01, -0.03, 0.01], [-0.04, -0.02, 0.08], [-0.05, -0.03, 0.03], [-0.02, 0.00, 0.04], [0.01, -0.07, -0.01], [-0.07, -0.01, -0.03], [0.00, -0.02, 0.00], [0.02, -0.01, -0.04], [0.00, 0.03, -0.01], [-0.03, 0.02, 0.00], [-0.03, -0.02, 0.01], [0.62, -0.05, -0.22], [-0.17, -0.10, 0.17], [-0.14, -0.03, -0.08], [-0.04, 0.05, 0.10], [0.03, 0.01, 0.01], [-0.02, 0.01, 0.01], [0.03, -0.02, 0.00], [0.03, -0.05, 0.00], [0.01, 0.15, 0.06], [-0.03, 0.00, -0.09], [0.02, -0.01, -0.01], [-0.01, 0.01, 0.00], [0.01, -0.02, 0.00], [0.02, 0.01, 0.07], [0.11, 0.02, -0.06], [-0.09, -0.02, -0.03], [0.03, 0.00, -0.02], [0.01, 0.04, -0.02], [-0.01, 0.00, 0.03], [0.03, -0.05, -0.03], [0.00, 0.03, -0.02], [0.00, 0.01, 0.03], [0.03, 0.00, 0.02], [0.02, 0.01, -0.02], [0.00, 0.00, -0.03], [-0.01, 0.00, 0.01], [0.00, -0.02, -0.03], [0.01, -0.02, -0.01], [0.01, -0.02, 0.03], [0.01, 0.01, 0.02], [0.00, -0.01, 0.00], [-0.02, 0.01, 0.01], [-0.02, 0.00, 0.01], [0.00, -0.02, 0.03], [0.02, -0.02, 0.00]],
  "multiplicity": 1,
  "orbital_gap_ev": 6.8,
  "total_charge": 2,
  "homo_ev": -12.9,
  "total_energy_ha": -5821.1226
}


(2)
{
  "formula": "C47H42FIrN4O3P2Te",
  "method": "ωB97M-V/def2-TZVPD",
  "species": ["Ir", "Te", "C", "C", "C", "N", "C", "C", "C", "P", "C", "C", "C", "C", "C", "C", "C", "C", "C", "C", "C", "C", "P", "C", "C", "C", "C", "C", "C", "C", "C", "C", "C", "C", "C", "H", "H", "H", "H", "H", "H", "H", "H", "H", "H", "H", "H", "H", "H", "H", "H", "H", "H", "H", "H", "H", "H", "H", "H", "F", "C", "C", "C", "C", "O", "C", "C", "N", "C", "C", "C", "C", "C", "C", "N", "C", "C", "N", "C", "C", "C", "O", "O", "H", "H", "H", "H", "H", "H", "H", "H", "H", "H", "H", "H", "H", "H", "H", "H", "H", "H"],
  "xyz": [[0.862, 0.600, -0.952], [1.764, -4.331, -2.159], [0.858, -4.273, -4.071], [0.937, -3.147, -4.879], [0.299, -3.161, -6.111], [-0.387, -4.204, -6.572], [-0.446, -5.282, -5.798], [0.145, -5.365, -4.543], [1.440, -2.367, -1.608], [0.169, -1.560, -0.746], [0.022, -2.123, 0.975], [-1.205, -2.133, 1.634], [-1.296, -2.639, 2.922], [-0.165, -3.130, 3.560], [1.063, -3.105, 2.912], [1.156, -2.607, 1.621], [-1.484, -1.726, -1.459], [-1.813, -2.881, -2.164], [-3.053, -2.988, -2.778], [-3.966, -1.947, -2.688], [-3.644, -0.794, -1.980], [-2.406, -0.681, -1.370], [2.317, -0.913, -1.768], [4.095, -0.917, -1.667], [4.843, -1.259, -2.793], [6.224, -1.324, -2.696], [6.848, -1.050, -1.486], [6.099, -0.712, -0.366], [4.718, -0.646, -0.452], [1.759, 0.259, -3.034], [0.420, 0.190, -3.457], [-0.160, 1.264, -4.141], [0.581, 2.395, -4.391], [1.923, 2.481, -3.981], [2.504, 1.443, -3.306], [1.493, -2.270, -4.572], [0.342, -2.292, -6.759], [-1.005, -6.125, -6.190], [0.031, -6.269, -3.957], [-2.100, -1.787, 1.130], [-2.259, -2.670, 3.417], [-0.239, -3.546, 4.556], [1.944, -3.500, 3.402], [2.106, -2.612, 1.101], [-1.099, -3.690, -2.248], [-3.300, -3.883, -3.332], [-4.929, -2.031, -3.173], [-4.352, 0.022, -1.921], [-2.145, 0.236, -0.851], [4.356, -1.471, -3.738], [6.812, -1.587, -3.565], [7.926, -1.100, -1.417], [6.594, -0.498, 0.572], [4.124, -0.378, 0.414], [-0.130, -0.734, -3.341], [-1.188, 1.194, -4.470], [0.130, 3.228, -4.913], [2.490, 3.379, -4.186], [3.529, 1.514, -2.960], [1.107, -0.780, 5.707], [0.504, 0.274, 5.126], [0.582, 0.408, 3.771], [-0.080, 1.468, 3.139], [0.013, 1.618, 1.691], [0.716, 0.755, 1.078], [-0.685, 2.708, 1.121], [-1.404, 3.534, 1.951], [-1.477, 3.418, 3.280], [-2.277, 4.358, 4.047], [-1.579, 5.358, 4.923], [-2.262, 5.803, 3.665], [-0.821, 2.370, 3.913], [-0.875, 2.214, 5.304], [-0.214, 1.175, 5.930], [-0.308, 1.065, 7.346], [-1.597, 0.687, 7.911], [-1.794, 1.474, 9.216], [-0.434, 1.870, 9.731], [0.542, 0.738, 9.600], [0.791, 0.473, 8.105], [-0.688, 3.130, -0.338], [-1.371, 4.079, -0.658], [0.057, 2.459, -1.162], [1.125, -0.320, 3.181], [-1.940, 4.357, 1.499], [-3.211, 3.931, 4.391], [-0.497, 5.347, 4.912], [-2.030, 5.599, 5.875], [-1.628, 6.111, 2.846], [-3.196, 6.339, 3.738], [-1.414, 2.930, 5.907], [-1.647, -0.392, 8.102], [-2.398, 0.932, 7.218], [-2.279, 0.885, 9.991], [-2.354, 2.395, 9.065], [-0.497, 2.188, 10.698], [-0.094, 2.649, 9.164], [0.088, -0.114, 10.103], [1.455, 1.006, 10.127], [0.882, -0.606, 7.969], [1.725, 0.933, 7.785]],
  "forces_ev_per_angstrom": [[-0.23, -0.70, -0.27], [0.15, 0.00, 0.00], [-0.08, 0.12, 0.00], [0.05, -0.02, 0.00], [-0.03, -0.03, 0.05], [-0.01, 0.01, -0.03], [-0.01, 0.01, 0.01], [0.03, -0.03, 0.04], [0.00, 0.03, 0.02], [-0.23, 0.01, 0.06], [0.01, 0.00, -0.07], [-0.08, 0.03, -0.12], [0.03, 0.00, 0.12], [-0.04, 0.06, -0.02], [0.02, -0.02, -0.05], [0.03, 0.02, 0.04], [-0.01, 0.08, 0.05], [0.00, -0.03, -0.01], [-0.01, 0.00, 0.01], [0.00, 0.01, 0.03], [-0.01, -0.02, -0.02], [0.05, 0.00, -0.03], [-0.16, 0.07, -0.04], [-0.02, -0.02, -0.02], [0.02, 0.02, 0.02], [0.00, 0.00, -0.01], [-0.01, 0.00, 0.02], [0.02, 0.00, -0.02], [0.03, 0.00, 0.02], [0.44, 0.28, 0.07], [-0.08, -0.08, 0.31], [0.04, 0.22, -0.13], [-0.10, -0.08, -0.02], [-0.02, -0.04, 0.04], [0.05, 0.02, -0.04], [0.01, 0.02, 0.01], [0.01, 0.01, -0.01], [0.00, 0.00, -0.01], [0.02, 0.00, 0.00], [0.05, -0.01, 0.02], [0.01, -0.01, 0.00], [-0.01, -0.01, 0.01], [0.01, 0.00, 0.00], [0.02, -0.03, -0.01], [-0.04, 0.00, 0.01], [0.00, 0.00, 0.00], [0.00, 0.00, -0.01], [0.00, 0.00, 0.01], [0.01, -0.01, 0.01], [-0.01, 0.00, 0.01], [0.00, 0.00, 0.00], [0.00, 0.00, 0.00], [0.00, 0.00, 0.00], [0.00, 0.01, 0.01], [-0.02, -0.04, -0.06], [-0.01, 0.00, 0.01], [0.00, 0.00, 0.00], [0.01, 0.00, -0.01], [0.00, -0.01, -0.03], [0.01, 0.01, 0.03], [-0.06, -0.05, -0.02], [-0.01, 0.01, 0.00], [0.02, 0.00, -0.01], [-0.05, 0.15, -0.03], [0.02, 0.19, -0.08], [0.07, -0.10, 0.02], [0.05, -0.01, 0.06], [0.00, 0.01, -0.03], [-0.01, -0.01, 0.01], [0.00, 0.00, 0.01], [0.01, 0.00, 0.00], [0.02, -0.03, -0.02], [0.06, -0.01, 0.00], [-0.03, 0.02, 0.01], [0.01, 0.01, 0.00], [0.00, -0.01, -0.01], [0.01, 0.01, 0.01], [-0.01, -0.01, 0.00], [-0.02, 0.01, 0.01], [0.00, 0.01, -0.03], [-0.06, 0.08, 0.02], [0.09, -0.09, 0.03], [0.01, -0.05, 0.07], [-0.02, 0.03, 0.03], [-0.01, 0.00, -0.01], [0.00, 0.01, 0.00], [0.00, 0.00, 0.00], [0.00, 0.00, 0.00], [0.00, 0.00, 0.00], [0.00, 0.00, 0.00], [-0.01, 0.01, 0.01], [0.00, 0.00, 0.00], [0.01, 0.00, 0.00], [0.00, 0.00, 0.00], [0.00, 0.00, 0.00], [0.00, 0.00, 0.00], [0.00, 0.00, -0.01], [0.00, 0.00, 0.00], [0.00, 0.00, 0.00], [0.00, -0.02, -0.02], [0.00, 0.00, -0.01]],
  "multiplicity": 1,
  "orbital_gap_ev": 6.5,
  "total_charge": 2,
  "homo_ev": -11.5,
  "total_energy_ha": -3415.3797
}